No. 1
The following is a quantum chemistry calculation of one molecule with the formula C7H18N2P2 at a distorted geometry, from the Open Molecules 2025 dataset.

Geometry as XYZ:
```
29
Properties=species:S:1:pos:R:3
H -0.82 -2.62 -1.02
C -1.91 3.53 -0.96
H -1.29 3.85 1.65
C 2.36 -3.15 0.33
H -2.48 4.22 -0.27
C 1.13 -2.36 -0.27
H 1.13 0.44 2.25
P 0.08 1.40 -0.99
C -1.21 2.48 -0.10
H 2.27 -0.38 1.23
H 0.52 -3.13 -2.12
H 1.65 -1.55 -0.75
C 0.15 -3.22 -1.08
H -2.57 2.93 -1.77
H 0.00 -4.21 -0.49
C 1.29 -0.15 1.45
H 0.32 3.64 0.96
H 2.83 -3.62 -0.55
P 0.12 -1.41 1.09
H -1.14 4.20 -1.58
H 2.89 -2.25 0.84
N -1.21 -0.74 0.06
H -1.93 1.71 0.10
H -0.22 2.21 1.93
H -0.39 -0.60 -1.79
N -0.83 -0.03 -1.08
C -0.64 3.06 1.17
H 1.86 -3.97 1.04
H -1.97 -0.27 0.72
```

Results
E_tot, eV: -29103.428
E_LUMO (alpha / beta), eV: -0.36 / -0.55
Energy above the lowest of the compared OMol25 structures with the same formula, charge and spin, kJ/mol: 243.0
HOMO-LUMO gap (alpha / beta), Ha: 0.2728 / 0.2556

natural (NBO) atomic charge list, values in e, 8 entries: 0.2341 -0.6146 0.2145 -0.6159 0.2196 -0.4676 0.1873 0.7662

=====

No. 2
The following is a quantum chemistry calculation of one molecule with the formula C6H8 at a distorted geometry, from the Open Molecules 2025 dataset.

Geometry as XYZ:
```
14
Properties=species:S:1:pos:R:3
H -0.57 -1.38 1.29
H -1.07 -0.85 -1.58
C 0.74 1.16 0.28
C 0.60 0.52 -0.90
C -0.51 0.88 1.06
C -0.37 -0.60 -0.78
H -2.02 -0.66 0.65
H -0.62 1.15 2.12
H 1.80 -1.17 -0.41
H 1.49 1.86 0.61
H -0.93 1.66 0.39
C 1.11 -0.82 -1.17
C -0.93 -0.56 0.64
H 1.28 -1.18 -2.18
```

Results
E_tot, eV: -6347.652
E_LUMO, eV: 0.80
Energy above the lowest of the compared OMol25 structures with the same formula, charge and spin, kJ/mol: 302.1
HOMO-LUMO gap, Ha: 0.3202
SMILES string: C1=C2C[C@H]2CC1

natural (NBO) atomic charge list, values in e, 8 entries: 0.2026 0.2202 -0.0997 -0.1144 -0.4683 -0.2722 0.2167 0.2197

=====

No. 3
The following is a quantum chemistry calculation of C17H17ClN4OS as an isolated structure at a distorted geometry, from the Open Molecules 2025 dataset.

Geometry as XYZ:
```
41
Properties=species:S:1:pos:R:3
H -4.91 -1.58 -0.61
H 1.47 2.17 1.78
S -3.02 0.26 -1.34
H -2.23 2.51 -2.37
N -0.02 -1.37 0.22
C -4.52 -2.52 -0.02
C -3.06 -2.64 -0.59
N 1.21 4.70 -0.86
H 2.21 -0.21 3.39
H 5.19 -0.64 -0.03
H 2.55 4.27 0.53
H -2.43 -1.22 0.91
H 3.99 -0.29 2.30
Cl 4.18 -1.31 -2.36
H -3.19 -2.62 -1.55
C -1.68 1.27 -0.80
C 4.19 -0.98 0.00
C 3.36 -1.09 -1.12
C -0.96 -1.64 -0.52
C 1.67 3.83 0.29
C 0.10 4.16 -1.60
C 0.98 2.66 0.79
H -5.02 -3.50 -0.21
O -0.63 -1.71 -1.97
N -0.86 0.99 0.17
H -4.47 -2.39 0.97
H -0.14 5.01 -2.27
H 0.91 -1.63 3.11
H -0.40 -1.07 1.39
C -2.29 -1.54 -0.36
C -0.03 2.43 -0.04
C -0.50 3.07 -1.09
C 2.10 -0.85 1.26
C 1.46 -1.27 0.22
H 0.65 -0.05 2.66
N -1.64 2.22 -1.60
C 1.33 -0.68 2.82
H -2.65 -3.42 -0.08
C 2.04 -1.20 -0.95
H 1.56 -1.58 -1.80
C 3.50 -0.55 1.34
```

Results
E_tot, eV: -49256.837
E_LUMO, eV: -0.40
Energy above the lowest of the compared OMol25 structures with the same formula, charge and spin, kJ/mol: 1470.9
HOMO-LUMO gap, Ha: 0.2953

natural (NBO) atomic charge list, values in e, 8 entries: 0.2113 0.2615 0.1606 0.4409 -0.4775 -0.5706 -0.4718 -0.4092

=====

No. 4
The following is a quantum chemistry calculation of one molecule with the formula C5H8N2 at a distorted geometry, from the Open Molecules 2025 dataset.

Geometry as XYZ:
```
15
Properties=species:S:1:pos:R:3
H -0.32 -1.00 -1.84
H -1.44 -0.12 -0.80
C -0.38 -0.39 -0.93
N -0.44 -0.65 1.53
H 1.25 -1.11 0.28
N 1.06 1.68 -0.15
C -0.55 0.77 1.54
C 0.30 1.46 0.80
C 0.15 -1.17 0.29
H -0.04 1.41 -2.12
C 0.48 0.76 -1.41
H -0.12 -2.23 0.21
H 0.00 -1.05 2.35
H 1.42 0.43 -1.83
H -1.37 1.22 2.09
```

Results
E_tot, eV: -8292.155
E_LUMO, eV: 1.04
Energy above the lowest of the compared OMol25 structures with the same formula, charge and spin, kJ/mol: 274.1
HOMO-LUMO gap, Ha: 0.3314
SMILES string: C1=CNCCCN=1

natural (NBO) atomic charge list, values in e, 8 entries: 0.2283 0.2261 -0.4583 -0.5974 0.1754 -0.4249 -0.2341 0.3102